72
Properties=species:S:1:pos:R:3:forces:R:3 method="wB97M-V/def2-TZVPD" multiplicity=1 total_charge=-1 energy_ha=-5384.99714
Mn 0.119038 0.481694 -0.271103 0.726 -0.362 -0.106
C -3.410101 2.150911 -1.937447 0.002 -0.045 0.021
Si -1.570591 2.483526 -2.143937 0.072 0.098 0.079
C -0.952237 1.445804 -3.573579 0.052 -0.043 -0.025
C -1.326527 4.293470 -2.593967 -0.022 -0.002 -0.081
N -0.643438 2.106808 -0.723302 -0.412 0.264 -0.071
C -0.779857 2.765097 0.498987 0.060 -0.113 0.083
C -1.760221 3.705628 0.817412 0.015 0.119 -0.177
C -1.801127 4.317875 2.060947 0.077 -0.031 0.094
C -0.864224 3.973731 3.025608 -0.082 0.067 -0.065
C 0.094428 3.009644 2.745858 0.143 -0.051 -0.014
C 0.155330 2.375916 1.505026 -0.087 0.132 -0.222
N 1.026272 1.350380 1.120223 0.132 -0.166 0.486
Si 2.583471 1.037806 1.828499 -0.094 0.292 -0.018
C 3.790569 2.402027 1.365545 0.004 0.039 0.104
C 3.316896 -0.591229 1.276530 -0.088 -0.072 -0.171
C 2.608118 0.953302 3.714194 0.082 -0.063 -0.022
H -3.981606 2.643316 -2.729609 -0.002 -0.012 -0.009
H -3.791619 2.492239 -0.974003 -0.003 0.017 -0.015
H -3.597253 1.076490 -1.994112 -0.008 -0.014 0.000
H -1.742574 1.308329 -4.316271 -0.014 0.064 -0.007
H -0.637231 0.454981 -3.244778 -0.045 -0.025 0.013
H -0.096864 1.913089 -4.067044 0.019 -0.009 0.025
H -1.843083 4.513157 -3.533109 0.010 0.022 -0.005
H -0.263054 4.497399 -2.738918 0.007 -0.001 0.000
H -1.697232 4.983996 -1.836034 -0.008 -0.013 0.016
H -2.500138 3.972394 0.072960 0.009 -0.002 0.020
H -2.571036 5.049806 2.272838 0.008 0.005 0.017
H -0.884753 4.437008 4.004526 -0.010 0.009 -0.002
H 0.796418 2.733405 3.517038 0.025 -0.046 0.045
H 3.945558 2.463596 0.288310 -0.013 -0.023 -0.046
H 4.759987 2.213910 1.837074 0.006 0.028 -0.009
H 3.431776 3.374282 1.713226 -0.016 0.000 -0.022
H 3.208682 -0.778661 0.207028 -0.011 -0.007 0.041
H 2.868048 -1.421380 1.821613 -0.008 -0.063 -0.010
H 4.386364 -0.588806 1.503248 0.008 0.050 0.047
H 2.567295 1.933799 4.188159 0.005 0.018 0.017
H 3.558330 0.492265 4.003078 -0.018 -0.014 0.043
H 1.801407 0.339299 4.119497 -0.029 0.002 -0.024
N 5.438543 -1.165416 -5.093592 -0.005 0.007 0.012
C 4.595987 -0.907185 -4.353038 -0.036 0.030 0.033
C 3.538962 -0.589030 -3.429369 0.153 -0.079 -0.114
C 2.579054 -1.550599 -3.125477 -0.107 0.033 0.065
C 1.559391 -1.242646 -2.234737 0.083 0.057 -0.041
C 1.475546 0.009553 -1.611734 -0.007 0.120 0.016
C 2.448027 0.962077 -1.960576 0.015 -0.074 -0.083
C 3.470389 0.678307 -2.849800 -0.085 0.005 0.037
H 2.631670 -2.526235 -3.592469 0.009 0.002 -0.008
H 0.802091 -1.990982 -2.033619 -0.016 -0.023 0.035
H 2.392419 1.951181 -1.521641 0.006 0.009 0.024
H 4.213604 1.424561 -3.102047 0.007 -0.006 -0.008
C -2.407975 -6.573177 2.151162 -0.007 -0.036 0.013
C -2.232726 -5.190241 1.583804 0.027 0.017 -0.011
C -3.302225 -4.483966 1.055405 -0.008 0.042 0.014
C -3.158989 -3.203592 0.526532 0.070 -0.117 0.019
C -4.377766 -2.514298 -0.018933 -0.009 0.044 -0.035
C -1.888213 -2.603094 0.515397 -0.125 -0.070 -0.216
Se -1.784578 -0.854780 -0.275166 -0.629 -0.177 0.105
C -0.801355 -3.298210 1.054882 0.017 0.047 0.042
C 0.567766 -2.694600 1.099727 0.107 0.033 -0.018
C -0.990555 -4.572687 1.577926 0.000 0.005 0.038
H -3.454525 -6.877987 2.125288 -0.002 0.005 -0.003
H -2.070924 -6.623713 3.188742 0.004 0.010 -0.002
H -1.832342 -7.310756 1.587270 0.003 0.007 -0.005
H -4.289297 -4.936397 1.058402 0.000 -0.003 -0.003
H -5.262300 -3.131151 0.143687 -0.011 0.015 -0.004
H -4.280305 -2.318845 -1.089043 0.025 -0.004 0.002
H -4.528005 -1.542700 0.454564 0.001 -0.004 0.016
H 0.509822 -1.618310 1.268932 0.018 0.038 0.087
H 1.111737 -2.844019 0.164235 -0.011 0.027 -0.024
H 1.158714 -3.136741 1.903049 0.018 -0.005 -0.010
H -0.134863 -5.090628 2.002026 -0.001 -0.006 -0.005


80
Properties=species:S:1:pos:R:3:forces:R:3 method="wB97M-V/def2-TZVPD" multiplicity=4 e_above_lowest_kcal_mol=23.01 energy_ha=-4803.54723
V -0.674744 0.553260 -0.721486 0.893 -0.532 0.857
C -2.571944 2.794512 4.876709 -0.046 -0.031 -0.224
N -2.840209 2.581851 3.458450 0.026 0.043 0.070
C -3.810021 3.222958 2.740418 0.028 0.001 -0.014
C -3.724106 2.738471 1.464010 0.090 -0.077 0.019
N -2.720543 1.815319 1.382782 -0.159 0.121 -0.062
C -2.201546 1.737339 2.585017 -0.005 0.027 0.202
P -0.804811 0.714436 3.118078 0.146 -0.232 0.066
C 0.548015 1.479375 2.180979 -0.233 0.258 -0.010
N 0.498189 1.920063 0.932668 0.122 -0.448 -0.202
C 1.731929 2.474733 0.679369 -0.328 0.049 -0.063
C 2.512254 2.376549 1.789388 -0.061 0.003 0.120
N 1.747436 1.758029 2.744263 0.360 -0.069 0.227
C 2.218746 1.388161 4.076287 -0.037 0.063 -0.266
C -1.074894 -0.793938 2.134356 -0.177 0.337 -0.017
N -1.365828 -0.876381 0.844689 0.054 -0.322 0.028
C -1.587482 -2.210313 0.586557 0.029 0.283 -0.042
C -1.423154 -2.925060 1.731628 0.061 0.084 0.091
N -1.095894 -2.018144 2.707341 -0.008 -0.393 0.345
C -0.771544 -2.363726 4.089287 -0.033 0.039 -0.264
H -3.214516 3.599747 5.222466 -0.002 -0.007 0.014
H -1.536468 3.085247 5.037406 0.041 -0.004 -0.018
H -2.787137 1.896984 5.452521 0.008 -0.037 0.002
H -4.456182 3.954763 3.194591 -0.002 -0.010 -0.017
H -4.321766 3.004329 0.607121 0.004 -0.013 0.001
H 1.967277 2.900073 -0.281928 0.012 -0.044 -0.014
H 3.524981 2.684847 1.984562 -0.025 0.002 0.002
H 3.203915 1.825936 4.212194 -0.002 0.016 0.024
H 2.306136 0.306572 4.155425 -0.030 -0.041 0.019
H 1.549127 1.775015 4.840548 -0.032 -0.038 0.015
H -1.834914 -2.559051 -0.401760 0.025 0.018 -0.011
H -1.491487 -3.979930 1.934661 -0.007 0.021 0.008
H -0.851976 -3.442980 4.187139 -0.005 -0.002 0.027
H -1.460968 -1.890002 4.783457 -0.025 0.031 0.009
H 0.247038 -2.062858 4.327825 0.017 0.023 -0.007
C 1.838834 -4.358736 0.958395 0.081 0.167 0.055
C 2.756299 -3.404759 1.755176 0.006 -0.119 -0.024
S 2.427124 -1.633830 1.546024 -0.045 0.071 -0.028
C 3.627643 -1.123719 0.277410 -0.079 0.023 -0.080
C 3.748836 -2.037598 -0.938331 0.037 0.078 0.190
S 2.154678 -2.181715 -1.773527 -0.043 0.043 -0.151
C 2.362370 -3.773041 -2.610407 -0.005 -0.133 0.124
C 1.821457 -4.961441 -1.822103 -0.093 0.130 -0.011
S 2.695570 -5.375486 -0.286117 0.030 -0.028 0.031
H 1.074217 -3.782674 0.441910 -0.031 0.004 -0.012
H 1.347834 -5.045052 1.650594 0.005 0.002 -0.013
H 3.806769 -3.592777 1.528178 -0.004 0.012 0.017
H 2.636012 -3.583435 2.824746 -0.007 -0.042 -0.007
H 4.606700 -0.997814 0.741657 0.011 -0.013 0.018
H 3.264558 -0.138844 -0.031987 0.033 -0.016 -0.010
H 4.098422 -3.026211 -0.642634 0.017 -0.008 0.008
H 4.488610 -1.598864 -1.612485 0.006 -0.017 0.000
H 3.413335 -3.914359 -2.867500 -0.003 -0.008 -0.012
H 1.802343 -3.691453 -3.544215 0.000 0.007 -0.001
H 1.854973 -5.870518 -2.426097 0.054 0.006 -0.018
H 0.775582 -4.781744 -1.567596 -0.008 -0.037 -0.027
C -0.819756 -0.812863 -5.145787 -0.072 -0.080 0.084
C -0.363256 -0.303623 -3.790945 0.093 -0.009 0.084
S -1.038934 -1.125569 -2.365037 -0.226 -0.187 -0.527
C 0.533149 0.692776 -3.675826 -0.024 -0.030 0.090
C 1.138276 1.373018 -4.876397 0.087 0.049 0.069
S 1.097908 1.293039 -2.100254 0.258 0.101 -0.605
H -1.499926 -1.654953 -5.025214 0.010 0.008 0.039
H 0.015821 -1.147219 -5.766581 0.018 -0.002 0.046
H -1.350397 -0.041238 -5.711838 -0.004 0.005 0.035
H 0.832353 0.913441 -5.814947 -0.001 0.002 0.005
H 2.230068 1.341939 -4.822366 -0.013 -0.014 0.029
H 0.860744 2.430632 -4.910712 -0.016 -0.009 0.034
N -1.406297 6.496571 -2.516847 0.019 0.047 -0.002
C -1.765083 5.405790 -2.505035 -0.220 -0.576 0.005
C -2.241655 4.032266 -2.480229 0.415 0.690 0.227
C -3.336755 3.641218 -3.229898 -0.273 0.051 -0.253
C -3.757506 2.333913 -3.117729 -0.066 -0.147 0.027
C -3.060104 1.463290 -2.296254 0.100 -0.157 0.017
N -1.969300 1.820122 -1.601378 -0.822 1.315 -0.430
C -1.594621 3.109844 -1.675993 0.007 -0.225 0.087
H -3.841417 4.348387 -3.875106 0.003 -0.017 0.020
H -4.612794 1.968972 -3.668421 0.003 0.012 0.001
H -3.341081 0.424028 -2.206296 0.005 -0.029 -0.035
H -0.744525 3.404065 -1.079036 0.060 -0.041 -0.012